{"formula": "C34H32KNO2P2", "method": "ωB97M-V/def2-TZVPD", "symbols": ["K", "N", "P", "C", "C", "C", "C", "C", "C", "C", "C", "C", "C", "C", "C", "P", "C", "C", "C", "C", "C", "C", "C", "C", "C", "C", "C", "C", "H", "H", "H", "H", "H", "H", "H", "H", "H", "H", "H", "H", "H", "H", "H", "H", "H", "H", "H", "H", "H", "C", "C", "C", "C", "C", "C", "C", "C", "C", "C", "O", "O", "H", "H", "H", "H", "H", "H", "H", "H", "H", "H", "H"], "xyz": [[-1.3729, -2.2701, -0.7350], [1.9886, -1.5001, 1.9129], [2.3977, -1.5417, 0.2478], [2.7022, 0.2266, -0.1512], [3.7191, 0.9727, 0.4446], [3.8050, 2.3381, 0.2246], [2.8784, 2.9739, -0.5962], [1.8720, 2.2400, -1.2038], [1.7890, 0.8706, -0.9810], [4.1154, -2.1685, 0.3308], [4.5229, -2.9964, 1.3760], [5.8082, -3.5227, 1.3989], [6.6951, -3.2393, 0.3707], [6.2914, -2.4291, -0.6821], [5.0108, -1.8972, -0.7030], [0.3016, -1.5384, 2.2027], [0.2738, -1.6375, 4.0270], [-0.5193, -0.8117, 4.8180], [-0.5552, -0.9852, 6.1968], [0.2041, -1.9754, 6.7978], [0.9994, -2.8054, 6.0162], [1.0269, -2.6440, 4.6408], [-0.2775, 0.1722, 1.9078], [-1.5882, 0.3367, 1.4619], [-2.0698, 1.5911, 1.1082], [-1.2422, 2.6993, 1.2121], [0.0620, 2.5487, 1.6722], [0.5404, 1.2946, 2.0186], [2.5774, -0.9909, 2.5630], [4.4492, 0.4783, 1.0769], [4.5986, 2.9108, 0.6889], [2.9456, 4.0420, -0.7601], [1.1490, 2.7270, -1.8461], [0.9972, 0.2996, -1.4539], [3.8311, -3.2249, 2.1776], [6.1157, -4.1549, 2.2224], [7.6972, -3.6478, 0.3889], [6.9778, -2.2060, -1.4891], [4.7100, -1.2569, -1.5239], [-1.1043, -0.0245, 4.3590], [-1.1738, -0.3345, 6.8018], [0.1771, -2.1043, 7.8721], [1.5946, -3.5816, 6.4804], [1.6376, -3.3007, 4.0319], [-2.2590, -0.5105, 1.3585], [-3.0818, 1.6851, 0.7348], [-1.6055, 3.6775, 0.9241], [0.7133, 3.4108, 1.7487], [1.5656, 1.1866, 2.3532], [-4.7898, 3.4920, -5.4079], [-4.4248, 2.2740, -4.5979], [-5.2792, 1.1822, -4.5054], [-4.9525, 0.0601, -3.7515], [-5.9005, -1.1074, -3.6554], [-3.7374, 0.0307, -3.0691], [-2.8612, 1.1106, -3.1521], [-1.5230, 1.0820, -2.4549], [-3.2165, 2.2195, -3.9140], [-3.3838, -1.1816, -2.2228], [-3.6289, -1.0844, -0.9894], [-2.8385, -2.1566, -2.7961], [-5.7429, 3.3542, -5.9178], [-4.0321, 3.7067, -6.1636], [-4.8719, 4.3745, -4.7697], [-6.2282, 1.2047, -5.0324], [-6.7903, -0.9420, -4.2613], [-6.2087, -1.2654, -2.6196], [-5.4110, -2.0257, -3.9858], [-1.5805, 0.4866, -1.5413], [-1.1998, 2.0796, -2.1533], [-0.7563, 0.6601, -3.1124], [-2.5338, 3.0636, -3.9696]], "forces_ev_per_angstrom": [[0.3, -0.3, 0.2], [-0.2, -0.1, -0.1], [0.2, 0.1, 0.0], [-0.1, -0.1, 0.0], [0.0, 0.0, 0.0], [0.0, 0.0, 0.0], [0.0, 0.0, 0.0], [0.1, 0.0, 0.0], [0.1, 0.0, -0.1], [0.0, -0.1, 0.1], [0.0, 0.0, 0.0], [0.0, 0.0, 0.0], [0.0, 0.0, 0.0], [0.0, 0.0, 0.0], [0.0, 0.0, 0.0], [-0.2, 0.1, 0.1], [0.2, -0.1, 0.1], [0.0, 0.0, 0.0], [0.0, 0.1, -0.1], [0.0, -0.1, 0.0], [0.0, 0.0, 0.0], [-0.1, 0.1, 0.0], [-0.1, 0.0, 0.0], [0.0, 0.0, -0.1], [0.0, 0.1, 0.0], [0.0, -0.1, 0.0], [0.0, 0.0, 0.1], [0.0, 0.0, 0.1], [0.1, 0.1, 0.0], [0.0, 0.0, 0.0], [0.0, 0.0, 0.0], [0.0, 0.0, 0.0], [0.0, 0.0, 0.0], [0.0, 0.0, 0.0], [0.0, 0.0, 0.0], [0.0, 0.0, 0.0], [0.0, 0.0, 0.0], [0.0, 0.0, 0.0], [0.0, 0.0, 0.0], [0.0, 0.0, 0.0], [0.0, 0.0, 0.0], [0.0, 0.0, 0.0], [0.0, 0.0, 0.0], [0.0, 0.0, 0.0], [0.0, 0.0, 0.0], [0.0, 0.0, 0.0], [0.0, 0.0, 0.0], [0.0, 0.0, 0.0], [0.0, 0.0, 0.0], [0.0, 0.0, 0.0], [0.0, 0.0, 0.0], [0.0, 0.0, 0.0], [-0.1, 0.0, 0.0], [0.1, 0.0, 0.0], [-0.1, -0.1, 0.0], [0.0, 0.1, 0.0], [-0.1, -0.1, 0.0], [0.0, 0.0, 0.0], [-0.3, 0.3, -0.1], [0.2, -0.1, 0.0], [0.1, 0.1, 0.1], [0.0, 0.0, 0.0], [0.0, 0.0, 0.0], [0.0, 0.0, 0.0], [0.0, 0.0, 0.0], [0.0, 0.0, 0.0], [0.0, 0.0, 0.0], [0.0, 0.0, 0.0], [0.0, 0.0, 0.0], [0.0, 0.0, -0.1], [0.0, 0.0, 0.0], [0.0, 0.0, 0.0]], "mulliken_charge": [0.8601, -0.2926, 0.0865, 0.4364, -0.0959, -0.6620, -0.5630, -0.4892, -0.3029, 0.2589, -0.2641, -0.5882, -0.4269, -0.6184, -0.5199, 0.0178, 0.5580, -0.4313, -0.6725, -0.4556, -0.5608, -0.5042, 0.4283, -0.5859, -0.7864, -0.5519, -0.6099, -0.1189, 0.4454, 0.4095, 0.3991, 0.4335, 0.3970, 0.1355, 0.4132, 0.3962, 0.3738, 0.3836, 0.3962, 0.3234, 0.3910, 0.3769, 0.3927, 0.3052, 0.7905, 0.3978, 0.4054, 0.4128, 0.4632, -1.4431, 0.5740, -0.9946, 1.1442, -1.5162, 0.5634, 1.3484, -0.8096, -1.0638, -0.2497, -0.7695, -0.8879, 0.3435, 0.3220, 0.3122, 0.2616, 0.3640, 0.3079, 0.3127, -0.3020, 0.2930, 0.4876, 0.4144], "lumo_ev": 0.199, "e_tot_ev": -76268.20781, "homo_lumo_gap_ev": 7.9881}